[1]
Molecular formula: C14H9Cl2NO3
Method: DFT, wB97M-V/def2-TZVPD

The spin multiplicity is 1. The maximum force is 15.97 eV Å⁻¹. Its total energy is -1739.39653 Eh. As for the total charge: 0. As for the energy relative to the best compared isomer or geometry (same formula, charge and spin): 238.43 kcal/mol. As for the highest occupied orbital energy: -9.5 eV. The value obtained for the HOMO-LUMO gap is 8.70 eV. The LUMO energy comes out at -0.765 eV.

Last column: Löwdin charge in e.
Element x y z (Å)
O1 -0.7484 -1.2326 1.0368  0.06
C1 0.0270 -0.2994 0.6154  -0.14
C2 1.4942 -0.3015 0.3658  -0.20
C3 2.2124 0.6818 0.1607  -0.09
C4 3.5406 0.3636 -0.1678  -0.56
C5 4.0140 -0.8278 0.0297  -0.66
C6 3.1616 -1.9714 0.3490  -0.01
C7 1.8778 -1.6486 0.2688  -0.01
H1 1.1981 -2.4923 0.4572  0.14
H2 3.7239 -2.8774 0.1672  0.12
Cl1 5.6930 -0.7547 -0.2597  0.72
Cl2 4.4151 2.0143 -0.3615  0.57
H3 1.7845 1.5349 0.0779  0.07
C8 -0.7405 1.1728 0.4334  0.04
H4 -0.4598 1.7656 1.0488  0.03
O2 -2.2382 0.9553 0.6220  -0.02
C9 -2.7269 0.1577 -0.4561  -0.54
O3 -2.2114 -0.1024 -1.4125  0.23
C10 -4.1126 0.2382 -0.3419  -0.08
C11 -4.8688 0.5513 1.0275  0.14
C12 -6.2488 0.2737 0.9366  -0.34
N1 -7.0544 -0.1747 0.2301  0.11
C13 -6.3470 -0.5123 -0.9946  -0.10
C14 -5.0494 -0.4011 -1.1087  -0.10
H5 -4.5224 -0.5810 -2.4496  0.23
H6 -6.9004 -1.0506 -1.8076  0.12
H7 -6.7258 0.3640 1.9267  0.12
H8 -4.2358 1.1115 1.6792  0.09
H9 -0.5584 1.4233 -0.4830  0.07



[2]
Molecular formula: C14H9F2N3O3S2
Method: DFT, wB97M-V/def2-TZVPD

The spin multiplicity is 1. Its SMILES is N#CCN1C(=O)N(Cc2cc(F)cc(F)c2)S(=O)(=O)c2cscc21. The maximum force is 5.30 eV Å⁻¹. Its total energy is -1924.95051 Eh. As for the total charge: 0. As for the energy relative to the best compared isomer or geometry (same formula, charge and spin): 0.00 kcal/mol. As for the highest occupied orbital energy: -9.5 eV. The value obtained for the HOMO-LUMO gap is 9.43 eV. The LUMO energy comes out at -0.047 eV.

Last column: Löwdin charge in e.
Element x y z (Å)
N1 1.7781 0.4795 3.4641  0.17
C1 1.4092 1.4180 2.8355  -0.18
C2 0.9894 2.5000 1.9648  -0.12
N2 0.2690 1.9478 0.8174  0.02
C3 -1.0780 1.5812 0.9799  -0.47
O1 -1.5554 1.5598 2.1267  0.09
N3 -1.7859 1.0224 -0.0451  -0.10
C4 -2.3741 -0.3073 0.1128  -0.10
C5 -1.3086 -1.3604 -0.0190  -0.17
C6 -0.5616 -1.7268 1.1170  0.03
C7 0.4064 -2.6986 1.0258  -0.24
F1 1.1942 -3.0686 2.0699  0.06
C8 0.6628 -3.2928 -0.2287  0.06
C9 -0.0300 -2.9377 -1.3666  -0.26
F2 0.3487 -3.3949 -2.5908  0.06
C10 -1.0212 -1.9714 -1.2802  0.04
S1 -1.3195 1.5955 -1.5779  0.78
O2 -1.9678 0.8994 -2.6885  -0.28
O3 -1.5061 3.0593 -1.5528  -0.27
C11 0.4304 1.1883 -1.5000  -0.33
C12 1.2190 0.6326 -2.4464  -0.33
S2 2.8613 0.3421 -1.8409  1.01
C13 2.3848 1.0549 -0.2944  -0.32
C14 1.0589 1.4475 -0.2342  -0.29
H1 0.3273 3.2160 2.4879  0.15
H2 1.8895 3.0282 1.6294  0.14
H3 -3.1565 -0.3729 -0.6627  0.14
H4 -2.8380 -0.4557 1.0828  0.14
H5 -0.7200 -1.2842 2.0934  0.13
H6 1.4759 -4.0261 -0.3612  0.14
H7 -1.4608 -1.6038 -2.2002  0.12
H8 0.9224 0.4125 -3.4708  0.10
H9 3.0559 1.1164 0.5529  0.07



[3]
Molecular formula: C14H9F5N2O3S4W
Method: DFT, wB97M-V/def2-TZVPD

The spin multiplicity is 2. The maximum force is 0.41 eV Å⁻¹. Its total energy is -3032.09258 Eh. As for the total charge: +3. As for the highest occupied orbital energy (spin up / spin down): -17.6 / -17.7 eV. The expectation value of S² is 0.77. The value obtained for the HOMO-LUMO gap (spin up / spin down) is 5.92 / 6.09 eV. The LUMO energy (spin up / spin down) comes out at -11.654 / -11.567 eV.

Last column: Löwdin charge in e.
Element x y z (Å)
W1 0.1873 0.9307 0.0231  1.37
O1 -1.1376 0.9463 -1.4343  -0.29
N1 -1.4549 2.0186 -2.1991  -0.14
C1 -2.4052 1.8610 -3.1403  0.06
C2 -2.7195 2.9332 -3.9384  0.04
C3 -2.0540 4.1447 -3.7594  0.04
C4 -1.1025 4.2766 -2.7600  0.00
C5 -0.8183 3.1808 -1.9642  -0.55
S1 0.3335 3.1605 -0.6697  0.84
H1 -2.8693 0.8878 -3.1926  0.16
H2 -3.4781 2.8139 -4.6992  0.15
H3 -2.2832 4.9894 -4.3961  0.15
H4 -0.5864 5.2106 -2.5848  0.14
S2 -1.7653 -2.5774 -0.9304  1.12
C6 -1.8940 -3.8776 0.2473  -0.83
N2 -1.7632 -5.1146 -0.1301  0.01
C7 -2.0653 -6.1483 0.8883  -0.12
C8 -2.2443 -5.4103 2.2243  -0.31
S3 -2.3092 -3.6092 1.8668  1.10
H5 -1.5442 -5.3876 -1.0820  0.18
H6 -1.2400 -6.8556 0.9271  0.14
H7 -2.9638 -6.6830 0.5848  0.14
H8 -1.4177 -5.5779 2.9090  0.10
H9 -3.1756 -5.6757 2.7175  0.10
F1 4.9752 3.1738 4.0423  0.22
C9 4.4024 2.5161 3.0721  -0.09
C10 3.0044 2.4635 3.0173  -0.13
F2 2.2551 3.0524 3.9186  0.20
C11 2.4765 1.7595 1.9693  -0.16
F3 1.0623 1.6449 1.8355  -0.12
C12 3.1914 1.1217 0.9835  -0.46
S4 2.3465 0.2641 -0.2911  0.84
C13 4.5779 1.1831 1.0621  -0.20
F4 5.3172 0.5890 0.1518  0.16
C14 5.1796 1.8751 2.1098  -0.11
F5 6.4836 1.9282 2.1903  0.21
O2 -0.6005 -0.7240 0.3655  -0.43
O3 -1.9008 -1.2841 0.0654  -0.50



[4]
Molecular formula: C15H10F6N4O5RuS5
Method: DFT, wB97M-V/def2-TZVPD

The spin multiplicity is 6. The maximum force is 0.79 eV Å⁻¹. Its total energy is -3857.90918 Eh. As for the total charge: -1. As for the energy relative to the best compared isomer or geometry (same formula, charge and spin): 14.89 kcal/mol. As for the highest occupied orbital energy (spin up / spin down): -3.2 / -5.9 eV. The expectation value of S² is 8.80. The value obtained for the HOMO-LUMO gap (spin up / spin down) is 5.55 / 5.71 eV. The LUMO energy (spin up / spin down) comes out at 2.308 / -0.192 eV.

Last column: Löwdin charge in e.
Element x y z (Å)
Ru1 0.0629 -0.1999 -0.3898  1.18
O1 -2.1541 2.8108 1.1209  0.04
C1 -1.4615 2.1108 0.3845  -0.48
N1 -1.1338 0.7798 0.7502  -0.14
C2 -1.4626 0.3114 2.0759  -0.15
C3 -0.7825 -1.0053 2.2945  -0.24
C4 -0.7359 -1.6252 3.5310  0.00
C5 -0.0893 -2.8389 3.6550  -0.04
C6 0.4746 -3.4257 2.5327  -0.05
C7 0.4029 -2.7552 1.3334  -0.12
N2 -0.1999 -1.5635 1.2179  -0.05
C8 -0.8895 2.4728 -0.8774  -0.21
C9 -1.0748 3.7323 -1.4665  -0.04
C10 -0.5201 4.0160 -2.6777  -0.09
C11 0.2556 3.0003 -3.3442  -0.10
C12 0.4318 1.7983 -2.7440  -0.17
N3 -0.1032 1.4928 -1.5278  -0.11
H1 -2.5443 0.1821 2.1913  0.14
H2 -1.1560 1.0350 2.8348  0.13
H3 -1.1761 -1.1317 4.3872  0.12
H4 0.0023 -3.3115 4.6241  0.12
H5 1.0099 -4.3621 2.5903  0.12
H6 0.8581 -3.1442 0.4339  0.09
H7 -1.6690 4.4513 -0.9178  0.11
H8 -0.6554 4.9882 -3.1329  0.09
H9 0.6983 3.1737 -4.3144  0.09
H10 1.0109 1.0189 -3.2213  0.08
S1 0.6862 -2.1465 -4.3864  0.51
C13 0.3095 -1.8431 -2.8203  -1.89
S2 1.6023 -1.3910 -1.7278  0.53
S3 -1.2313 -1.8335 -2.1053  0.46
F1 3.2183 2.8308 3.3169  0.15
C14 2.4107 2.2243 2.4552  -0.69
F2 2.3397 2.9499 1.3435  0.14
F3 1.1925 2.1474 2.9895  0.14
S4 3.0380 0.5612 2.0106  0.60
O2 2.0453 0.0883 1.0668  -0.40
O3 4.3821 0.7221 1.5362  -0.26
N4 2.8770 -0.1197 3.4267  -0.29
S5 3.5405 -1.5210 3.7466  0.57
O4 3.6407 -2.3970 2.6090  -0.29
O5 2.9820 -2.0070 4.9740  -0.30
C15 5.3107 -1.1273 4.1830  -0.68
F4 6.1047 -1.2402 3.1275  0.14
F5 5.7302 -1.9874 5.1155  0.12
F6 5.4264 0.1063 4.6683  0.13



[5]
Molecular formula: C15H10N2NiS8
Method: DFT, wB97M-V/def2-TZVPD

The spin multiplicity is 1. The maximum force is 0.76 eV Å⁻¹. Its total energy is -5381.09314 Eh. As for the total charge: -2. As for the energy relative to the best compared isomer or geometry (same formula, charge and spin): 1.07 kcal/mol. As for the highest occupied orbital energy (spin up / spin down): -0.9 / -0.9 eV. The value obtained for the HOMO-LUMO gap (spin up / spin down) is 4.45 / 4.45 eV. The LUMO energy (spin up / spin down) comes out at 3.582 / 3.582 eV.

Last column: Löwdin charge in e.
Element x y z (Å)
Ni1 -0.0255 -0.0244 -0.2532  -0.46
S1 5.1128 5.0734 0.1461  0.34
C1 3.9248 3.9003 -0.0126  -1.56
S2 2.2450 4.2280 -0.0057  0.86
C2 1.6449 2.5985 -0.2077  -1.17
C3 2.6000 1.6449 -0.3067  -1.18
S3 2.2718 -0.0480 -0.5186  0.50
S4 4.2442 2.2308 -0.2108  0.86
S5 -0.0620 2.2870 -0.2781  0.50
S6 -2.2607 -0.0164 -0.4959  0.56
C4 -2.7100 -1.7001 -0.3225  -0.72
C5 -4.0521 -2.0798 -0.2328  -0.16
C6 -4.4280 -3.4107 -0.1112  -0.15
C7 -3.4474 -4.3967 -0.0743  -0.15
C8 -2.1104 -4.0330 -0.1588  -0.16
C9 -1.7182 -2.6970 -0.2825  -0.72
S7 -0.0255 -2.2658 -0.3936  0.56
H1 -4.8066 -1.3007 -0.2598  0.08
H2 -5.4780 -3.6739 -0.0387  0.07
H3 -3.7199 -5.4419 0.0270  0.07
H4 -1.3362 -4.7924 -0.1271  0.08
N1 1.1960 0.6892 6.9839  0.06
C10 0.1316 0.0763 6.4296  -0.82
S8 -1.0254 -0.6041 7.3960  0.61
C11 0.1087 0.0402 4.9381  -0.24
C12 1.0811 0.6770 4.1663  -0.01
C13 0.9926 0.6188 2.7846  -0.11
N2 0.0183 -0.0238 2.1564  0.06
C14 -0.9077 -0.6393 2.8786  -0.09
C15 -0.9047 -0.6349 4.2676  -0.03
H5 1.1502 0.8555 7.9745  0.08
H6 1.7743 1.2999 6.4340  0.08
H7 1.9167 1.2212 4.5872  0.10
H8 1.7271 1.1029 2.1495  0.09
H9 -1.6817 -1.1481 2.3126  0.10
H10 -1.6784 -1.1433 4.8245  0.08



[6]
Molecular formula: C15H10N2O3
Method: DFT, wB97M-V/def2-TZVPD

The spin multiplicity is 1. The maximum force is 3.72 eV Å⁻¹. Its total energy is -912.67871 Eh. As for the total charge: 0. As for the energy relative to the best compared isomer or geometry (same formula, charge and spin): 68.40 kcal/mol. As for the highest occupied orbital energy: -8.0 eV. The value obtained for the HOMO-LUMO gap is 6.66 eV. The LUMO energy comes out at -1.302 eV.

Last column: Löwdin charge in e.
Element x y z (Å)
O1 2.6749 -2.3689 -1.2229  0.07
O2 0.8738 -3.1930 0.5506  0.00
O3 -1.5293 1.4849 0.6764  -0.03
C1 1.9366 -1.3936 -1.2679  -0.15
C2 1.6246 3.1860 -3.0177  -0.08
C3 0.3181 2.7018 -3.1564  -0.06
C4 2.3897 2.7375 -1.9569  -0.09
C5 -0.1745 1.7390 -2.2318  -0.01
C6 1.8924 1.8574 -1.0090  -0.03
C7 -2.0572 -2.6192 3.3088  -0.07
C8 -2.6757 -1.3914 3.3381  -0.07
C9 0.5925 1.2810 -1.1421  -0.17
C10 -1.0671 -2.8907 2.3566  0.05
C11 -2.3337 -0.3732 2.4380  0.03
C12 0.8227 -1.1035 -0.2714  -0.01
C13 0.1304 0.1584 -0.2703  -0.03
C14 -0.6427 -1.8528 1.4652  -0.10
C15 -1.2893 -0.5848 1.5131  -0.07
N1 0.3429 -2.0686 0.5857  -0.15
N2 -0.9247 0.3987 0.5981  -0.16
H1 2.0252 -0.7638 -2.1354  0.12
H2 1.9607 3.9241 -3.7210  0.10
H3 -0.3045 3.0818 -3.9499  0.10
H4 3.4044 3.1007 -1.8163  0.11
H5 -1.2090 1.3944 -2.2947  0.12
H6 2.5254 1.5549 -0.1584  0.13
H7 -2.3434 -3.4259 3.9729  0.11
H8 -3.5067 -1.2678 4.0334  0.11
H9 -0.6400 -3.8935 2.2632  0.12
H10 -2.8165 0.5902 2.5221  0.12